1.
Computed, not measured: C28H24N5O2S4Ti as an isolated structure, with ωB97M-V with the def2-TZVPD basis set.

Geometry as XYZ:
```
64
Properties=species:S:1:pos:R:3:forces:R:3
Ti 0.1726 -1.0351 -0.5688 0.07 0.13 -0.88
S -2.2817 -0.1878 3.1585 0.07 -0.03 -0.17
C -1.2821 1.1776 2.9350 0.02 0.00 -0.03
C -0.4517 1.0474 1.8597 0.03 0.10 0.03
C -0.6099 -0.1881 1.1747 -0.08 -0.06 0.20
C -1.5804 -0.9472 1.7806 0.05 0.34 0.21
C -1.8742 -2.2710 1.3070 -0.10 -0.33 -0.06
C -2.7479 -3.1720 1.9071 0.01 0.00 -0.09
C -2.8639 -4.4432 1.3810 0.03 0.00 0.01
C -2.0953 -4.8002 0.2810 0.08 0.06 -0.04
C -1.2605 -3.8520 -0.2751 -0.08 -0.12 0.12
N -1.1642 -2.6058 0.2079 0.14 -0.04 -0.04
H -1.3586 2.0131 3.6122 0.00 0.01 0.01
H 0.2573 1.8150 1.5872 0.00 0.01 0.01
H -3.3146 -2.8781 2.7795 0.01 0.04 0.01
H -3.5365 -5.1578 1.8365 -0.01 -0.01 -0.01
H -2.1449 -5.7896 -0.1483 0.00 0.00 -0.01
H -0.6483 -4.0729 -1.1352 -0.01 -0.04 0.01
C 2.2173 2.8441 -0.8168 -0.01 -0.04 0.04
C 1.1335 1.8353 -1.0467 -0.01 -0.02 0.00
O 1.2591 0.7329 -0.4812 0.00 -0.12 0.11
C 0.0083 2.1487 -1.9030 -0.16 -0.13 -0.07
C -0.1059 3.4110 -2.5140 0.00 0.00 0.00
C -1.1611 3.7069 -3.3417 0.04 0.09 -0.01
C -2.1360 2.7399 -3.5913 -0.02 -0.08 0.03
C -2.0602 1.4922 -3.0106 0.10 0.04 0.02
C -0.9928 1.1856 -2.1615 -0.04 0.31 -0.12
O -0.9340 -0.0286 -1.6342 0.26 -0.42 0.28
H 2.9666 2.4131 -0.1592 0.01 0.02 0.00
H 1.8119 3.7515 -0.3682 -0.01 0.00 0.01
H 2.6780 3.1240 -1.7648 0.01 -0.02 0.00
H 0.6489 4.1638 -2.3342 0.01 -0.01 0.01
H -1.2328 4.6804 -3.8054 0.01 0.00 0.01
H -2.9613 2.9675 -4.2531 0.00 -0.01 0.00
H -2.8011 0.7324 -3.2196 0.00 -0.03 0.02
C 4.9234 -1.8428 1.7204 0.04 0.01 0.03
N 3.9393 -2.7680 1.1528 0.10 0.00 0.09
C 4.4094 -3.8893 0.3340 0.04 -0.06 -0.07
C 2.7171 -2.3576 0.9879 -0.21 0.01 0.00
N 1.6138 -2.0340 0.8455 -0.12 0.22 -0.23
H 5.3506 -1.2003 0.9487 0.01 -0.01 0.00
H 5.7156 -2.4286 2.1813 -0.01 0.00 0.01
H 4.4479 -1.2348 2.4858 0.00 0.02 -0.02
H 4.7456 -3.5491 -0.6466 0.01 0.00 0.01
H 3.6039 -4.6092 0.2125 0.00 0.02 -0.02
H 5.2329 -4.3704 0.8568 -0.01 0.01 0.02
S -2.2348 -1.8608 -5.9225 0.02 0.09 0.05
C -1.1263 -1.9238 -4.7211 0.13 -0.08 -0.35
S 0.5531 -1.3855 -4.8577 -0.16 -0.03 0.18
C 0.8374 -1.8560 -3.2121 -0.36 0.00 0.20
N -0.1976 -2.4040 -2.6353 0.16 0.09 0.20
N -1.2818 -2.4350 -3.4789 -0.11 0.11 0.21
C -2.4900 -3.0554 -3.0163 -0.12 -0.09 -0.05
C -2.7571 -4.3526 -3.4218 0.01 0.01 0.04
C -3.9059 -4.9808 -2.9660 0.05 -0.07 -0.06
C -4.7746 -4.3109 -2.1197 -0.07 0.08 0.05
C -4.5060 -3.0043 -1.7315 -0.02 -0.03 0.02
C -3.3613 -2.3670 -2.1829 0.16 -0.07 -0.12
S 2.1396 -1.4273 -2.1896 0.04 0.03 0.17
H -2.0749 -4.8545 -4.0957 0.00 0.00 -0.01
H -4.1277 -5.9919 -3.2802 0.01 0.00 -0.01
H -5.6741 -4.8041 -1.7752 0.00 0.01 0.02
H -5.1919 -2.4785 -1.0804 0.00 0.00 0.00
H -3.1297 -1.3538 -1.8899 0.01 0.08 0.03
```
Forces are in eV/Å.

Its highest occupied orbital energy is -10.37 eV. The value obtained for the gap between HOMO and LUMO is 6.9 eV. The value obtained for the energy relative to the best compared isomer or geometry (same formula, charge and spin) is 0.0 kJ/mol. Its total charge is +1. The total energy comes out at -3947.7688 Ha.

***

2.
Computed, not measured: C28H25CdClNP as an isolated structure, with ωB97M-V with the def2-TZVPD basis set.

Geometry as XYZ:
```
57
Properties=species:S:1:pos:R:3:forces:R:3
C -1.6445 3.2152 0.7162 -0.74 -0.27 -0.62
C -2.6926 2.9259 -0.1855 0.34 0.42 0.34
C -2.1163 2.7203 -1.4869 0.18 -0.50 0.12
H -3.7512 2.8144 0.0655 0.44 0.17 -0.10
C -0.6933 2.8651 -1.3402 -0.21 0.24 0.81
C -0.4150 3.1635 0.0112 -0.09 0.00 -1.17
H 0.5791 3.3206 0.4349 -0.28 -0.13 -0.11
H -1.7565 3.4160 1.7781 -0.03 -0.13 -0.10
H -2.6480 2.7288 -2.4441 0.09 0.30 0.27
H 0.0278 2.7336 -2.1367 0.02 0.04 0.05
Cd -3.0387 0.3875 -1.7431 2.07 0.65 1.77
Cl -4.0092 -0.0981 0.4294 -0.40 -0.44 0.64
C -4.7274 -0.6641 -2.9629 -0.91 0.44 -0.23
C -3.8362 -0.1357 -3.9644 -0.24 0.14 -0.39
C -4.1651 1.2387 -4.1518 -0.45 0.18 -0.43
H -3.1551 -0.7255 -4.5863 -0.24 0.28 0.34
C -5.2126 1.5832 -3.2572 -0.20 -0.83 -0.48
C -5.5645 0.4186 -2.5200 -0.04 -0.17 -0.95
H -6.3737 0.3447 -1.7931 0.49 0.01 -0.11
H -4.8631 -1.7188 -2.7119 0.27 0.48 0.11
H -3.7772 1.8882 -4.9530 0.04 -0.36 0.70
H -5.7498 2.5347 -3.2344 0.42 -0.28 0.19
N -0.4076 -0.3595 -0.4432 2.90 -1.08 1.65
P 0.9154 -0.7312 0.3858 -5.45 1.44 -2.53
C 2.4439 -0.0261 -0.3122 0.79 -0.04 0.08
C 2.3361 0.6323 -1.5432 0.33 -0.01 0.18
C 3.4659 1.2145 -2.1170 0.20 -0.08 0.12
C 4.7063 1.1469 -1.4707 -0.04 -0.09 0.18
C 4.8177 0.4896 -0.2383 -0.18 0.16 -0.42
C 3.6867 -0.0958 0.3253 0.26 0.24 -0.34
C 0.9595 -0.1972 2.1741 0.38 -0.60 -0.13
C 2.0081 -0.5802 3.0198 -0.09 0.32 0.33
C 2.1086 -0.0270 4.2959 0.00 -0.24 0.04
C 1.0929 0.7993 4.7786 -0.07 -0.05 -0.56
C -0.0126 1.0788 3.9701 -0.01 -0.11 -0.08
C -0.0877 0.5808 2.6629 0.05 0.27 0.09
C 1.2288 -2.5105 0.6074 0.61 -0.46 0.00
C 2.3896 -3.1336 0.1315 -0.20 -0.40 0.50
C 2.6533 -4.4694 0.4535 -0.51 -0.07 0.14
C 1.7156 -5.1990 1.2021 0.08 -0.03 0.04
C 0.5051 -4.6006 1.6043 0.43 0.19 -0.30
C 0.2531 -3.2628 1.2825 0.51 -0.37 0.28
H 1.3626 0.6808 -2.0258 -0.02 -0.07 0.26
H 3.3781 1.7209 -3.0802 0.05 -0.09 0.25
H 5.5906 1.6046 -1.9196 -0.24 -0.08 0.07
H 5.7740 0.4272 0.2816 -0.14 0.05 -0.16
H 3.7999 -0.6187 1.2672 -0.06 0.11 -0.16
H 2.7510 -1.3213 2.7014 -0.32 0.37 0.08
H 2.9840 -0.2570 4.9081 -0.29 0.01 -0.01
H 1.1631 1.2179 5.7716 0.00 0.07 0.14
H -0.8234 1.7048 4.3469 0.19 -0.16 -0.06
H -0.9420 0.8019 2.0072 0.42 -0.06 0.10
H 3.1122 -2.5580 -0.4412 -0.07 -0.09 0.12
H 3.5985 -4.9241 0.1481 -0.29 0.02 0.04
H 1.9368 -6.2397 1.4905 -0.14 0.55 -0.17
H -0.2138 -5.1659 2.2044 0.19 0.14 -0.28
H -0.6676 -2.7797 1.6071 0.17 0.01 -0.13
```
Forces are in eV/Å.

Its highest occupied orbital energy is -0.44 eV. The value obtained for the gap between HOMO and LUMO is 5.1 eV. The value obtained for the energy relative to the best compared isomer or geometry (same formula, charge and spin) is 79.2 kJ/mol. Its total charge is -2. The total energy comes out at -2105.9204 Ha.

***

3.
Computed, not measured: C28H25CeF5NO as an isolated structure, with ωB97M-V with the def2-TZVPD basis set.

Geometry as XYZ:
```
61
Properties=species:S:1:pos:R:3:forces:R:3
C 2.1844 0.0755 0.8584 2.40 0.26 -0.27
C 2.2258 -0.6265 -0.3681 2.19 0.03 -0.21
C 1.8628 0.2653 -1.4024 2.06 0.21 -0.43
H 2.4748 -1.6657 -0.4877 0.07 -0.10 -0.02
C 1.6299 1.5261 -0.8150 1.86 0.57 -0.09
C 1.8306 1.4094 0.5714 1.94 0.93 -0.15
H 1.2924 2.4074 -1.3293 -0.11 0.20 -0.11
C -1.2979 -1.5280 1.2292 -1.47 -1.87 0.70
C -0.2009 -2.2452 0.7237 -0.50 -1.52 0.18
C -0.2959 -2.2489 -0.6847 -0.63 -1.59 -0.33
H 0.5911 -2.6868 1.3047 0.06 0.00 0.06
C -1.4450 -1.5273 -1.0727 -1.33 -2.28 0.02
C -2.0617 -1.0879 0.1284 -1.18 -1.71 0.10
H 1.7981 0.0359 -2.4523 -0.12 -0.09 -0.25
H 1.6594 2.1874 1.2947 0.05 0.02 0.05
H 2.3990 -0.3317 1.8320 -0.11 -0.04 0.05
H -2.9448 -0.4799 0.1986 -0.21 0.25 0.01
H 0.4110 -2.7032 -1.3553 0.07 -0.11 -0.10
H -1.5021 -1.3167 2.2655 -0.07 -0.14 -0.12
Ce 0.0000 0.0000 0.0000 -4.80 6.87 1.80
C -1.9760 -1.3193 -2.4754 -0.32 0.07 -0.23
C -3.4844 -1.5905 -2.4550 -0.07 -0.10 0.10
C -1.2936 -2.2693 -3.4545 0.11 0.02 0.13
H -3.6789 -2.6009 -2.0978 0.04 -0.05 0.05
H -3.9023 -1.4813 -3.4503 0.02 0.03 0.01
H -3.9970 -0.8994 -1.7875 -0.10 0.08 -0.02
H -1.4843 -3.3073 -3.1871 -0.03 -0.04 0.04
H -0.2150 -2.1143 -3.4643 0.15 0.02 -0.11
H -1.6731 -2.1052 -4.4569 -0.07 0.06 -0.14
C -1.6790 0.1369 -2.8565 0.34 -0.28 0.42
C -2.2168 0.6589 -4.1714 -0.58 0.18 -1.19
H -0.5944 0.2773 -2.8631 0.29 -0.07 -0.22
H -2.0357 0.7980 -2.0676 -0.45 0.35 0.20
O -3.1241 0.1447 -4.8169 0.88 0.23 0.83
N -1.6157 1.8017 -4.6157 -0.04 -0.23 0.17
C -0.4291 2.4320 -4.0844 -0.05 0.13 -0.16
H -1.9400 2.0967 -5.5232 -0.07 0.06 -0.06
C 0.8884 1.8543 -4.5503 0.22 -0.12 -0.05
C 2.0701 2.4781 -4.1538 -0.04 -0.09 0.01
H 2.0242 3.3494 -3.5121 0.02 0.15 -0.04
C 3.2999 1.9877 -4.5596 0.04 -0.01 0.08
H 4.2075 2.4839 -4.2426 0.01 0.02 -0.02
C 3.3693 0.8551 -5.3621 -0.03 -0.02 0.04
H 4.3295 0.4677 -5.6748 0.00 0.02 -0.02
C 2.1994 0.2230 -5.7516 0.06 -0.05 0.01
H 2.2421 -0.6606 -6.3746 0.00 0.01 -0.02
C 0.9660 0.7220 -5.3502 -0.10 0.01 0.09
H 0.0584 0.2276 -5.6682 -0.05 -0.04 -0.08
H -0.4568 2.4064 -2.9961 -0.13 0.11 0.15
H -0.4698 3.4876 -4.3540 -0.01 0.03 0.02
F 0.7486 -1.4174 3.4090 -0.06 0.21 0.02
C 0.3238 -0.1542 3.6472 -0.60 1.99 -0.08
C -0.0483 0.6985 2.5859 -0.12 -0.50 -0.47
C -0.4651 2.0042 2.8794 0.51 -1.64 1.21
F -0.8283 2.8320 1.8696 0.04 -0.05 -0.08
C -0.5141 2.4552 4.2029 -0.26 0.80 -0.16
F -0.9200 3.7204 4.4740 0.32 -0.98 -0.09
C -0.1445 1.6030 5.2474 -0.04 0.22 0.45
F -0.1895 2.0402 6.5303 0.04 -0.42 -1.27
C 0.2744 0.3000 4.9688 0.29 -0.75 0.33
F 0.6383 -0.5258 5.9822 -0.32 0.76 -0.74
```
Forces are in eV/Å.

Its highest occupied orbital energy is -11.99 eV. The value obtained for the gap between HOMO and LUMO is 7.1 eV. Its total charge is +1. The total energy comes out at -2186.0228 Ha.